# 1
A 2-piece molecular cluster, C3H6N overall in a non-equilibrium geometry, computed with wB97M-V/def2-TZVPD.

Positions of all 10 atoms, in Å:
C (1.130, -0.018, -0.293)
C (-1.105, -0.126, -0.373)
C (-0.119, 0.771, 0.128)
N (0.051, -0.714, 0.408)
H (1.269, -0.365, -1.410)
H (2.082, 0.169, 0.323)
H (-2.075, -0.158, 0.180)
H (-0.907, -0.294, -1.501)
H (-0.225, 1.762, 1.236)
H (-0.102, -1.025, 1.301)

E_LUMO (alpha / beta), Eh: -0.1492 / -0.3762
Net charge: +1
Multiplicity: 3
⟨S²⟩: 2.005
Highest occupied orbital energy (alpha / beta), eV: -10.0 / -17.9
Calculated total energy, Eh: -171.9789
Gap between HOMO and LUMO (alpha / beta), hartree: 0.2172 / 0.2804

These are the Mulliken partial charges, in e, on atoms 1 to 5: -0.204 -0.017 -0.401 -0.031 0.274

# 2
C3H6N2 as an isolated structure in a non-equilibrium geometry, computed with wB97M-V/def2-TZVPD.

Positions of all 11 atoms, in Å:
C (1.707, -0.524, 0.034)
C (0.841, 0.755, -0.133)
C (-2.340, -0.118, 0.105)
H (0.988, -1.394, -0.478)
H (2.092, -0.651, 1.088)
H (2.685, -0.352, -0.663)
H (1.352, 1.755, 0.066)
H (-3.093, -0.904, 0.185)
H (-2.758, 0.973, 0.807)
N (-0.415, 0.850, -0.394)
N (-1.059, -0.389, -0.617)

E_LUMO, Eh: 0.0048
Highest occupied orbital energy, eV: -9.2
Calculated total energy, Eh: -227.2435
Gap between HOMO and LUMO, hartree: 0.3442

These are the Mulliken partial charges, in e, on atoms 1 to 5: -0.696 0.049 -0.293 0.282 0.247

# 3
One molecule with the formula C3H6N2 in a non-equilibrium geometry, computed with wB97M-V/def2-TZVPD.

Positions of all 11 atoms, in Å:
C (-0.401, 1.502, 0.189)
N (1.693, 0.592, 0.134)
N (-0.570, -1.895, -0.281)
C (0.469, 0.206, 0.230)
C (-0.082, -1.024, 0.557)
H (2.329, -0.180, -0.093)
H (-0.660, -1.748, -1.290)
H (-0.882, -2.797, 0.053)
H (-1.132, 1.340, -0.613)
H (-0.927, 1.594, 1.139)
H (0.163, 2.409, -0.026)

E_LUMO, Eh: 0.0235
Highest occupied orbital energy, eV: -8.4
Calculated total energy, Eh: -227.3205
Gap between HOMO and LUMO, hartree: 0.3314

These are the Mulliken partial charges, in e, on atoms 1 to 5: -0.919 -0.644 -0.258 0.841 -0.542